Here is 12 unconnected molecules or ions with the total composition C101H215N11O13 in a non-equilibrium geometry from OMol25. Energies are from ωB97M-V with the def2-TZVPD basis set.

## Properties
HOMO energy = -8.702 eV
Frontier orbital gap = 9.05 eV
SMILES string = CC1(C)CCCC(C)(C)N1O.CC1(C)CCCC(C)(C)N1O.CC1(C)CCCC(C)(C)N1O.CC1(C)CCCC(C)(C)N1O.CC1(C)CCCC(C)(C)N1O.CC1(C)CCCC(C)(C)N1O.CC1(C)CCCC(C)(C)N1O.CC1(C)CCCC(C)(C)N1O.CC1(C)CCCC(C)(C)N1O.CC1(C)CCCC(C)(C)N1O.CC1(C)CCCC(C)(C)N1O.OCCO
DFT total energy = -5557.301837 hartree
ΔE to the lowest compared entry with this formula, charge and spin = 0.00 kcal per mole

The geometry in XYZ format:
```
340
C101H215N11O13 (ωB97M-V with the def2-TZVPD basis set)
C 5.602 4.098 -1.590
C 5.971 3.149 -2.756
C 7.358 2.565 -2.441
C 5.002 2.012 -2.829
C 3.663 2.449 -3.388
C 3.819 3.074 -4.701
C 4.846 4.174 -4.830
C 5.192 4.382 -6.279
C 4.280 5.457 -4.282
N 6.045 3.663 -4.158
O 7.085 4.688 -4.200
H 4.525 4.229 -1.426
H 5.988 3.639 -0.679
H 6.040 5.082 -1.724
H 7.986 3.358 -2.043
H 7.278 1.731 -1.748
H 7.824 2.094 -3.312
H 5.406 1.153 -3.374
H 4.887 1.674 -1.796
H 3.046 1.555 -3.563
H 3.114 3.080 -2.663
H 2.852 3.307 -5.164
H 4.232 2.273 -5.331
H 4.301 4.719 -6.827
H 5.558 3.489 -6.790
H 5.929 5.179 -6.336
H 3.448 5.733 -4.942
H 4.998 6.277 -4.342
H 3.927 5.371 -3.248
H 7.784 4.225 -4.665
C 1.093 6.508 9.077
C 0.403 5.516 8.095
C -0.669 4.663 8.920
C -0.253 6.325 7.049
C -0.724 5.564 5.817
C 0.468 4.849 5.215
C 1.144 3.920 6.230
C 0.292 2.672 6.463
C 2.472 3.491 5.576
N 1.472 4.760 7.374
O 2.304 3.967 8.314
H 1.852 7.130 8.604
H 0.363 7.216 9.497
H 1.510 5.945 9.915
H -0.140 4.092 9.686
H -1.295 5.400 9.438
H -1.335 3.997 8.374
H -1.134 6.829 7.477
H 0.407 7.147 6.727
H -1.485 4.834 6.087
H -1.169 6.288 5.130
H 1.206 5.628 4.997
H 0.216 4.280 4.293
H 0.590 2.081 7.330
H 0.425 1.988 5.614
H -0.763 2.938 6.494
H 2.217 2.999 4.635
H 2.993 2.760 6.202
H 3.146 4.324 5.376
H 3.139 4.439 8.238
C -1.426 -2.943 8.685
C -2.093 -2.067 7.643
C -3.406 -1.570 8.151
C -1.213 -0.853 7.323
C 0.016 -1.219 6.542
C -0.420 -1.856 5.241
C -1.284 -3.065 5.401
C -1.980 -3.396 4.025
C -0.414 -4.286 5.788
N -2.333 -2.709 6.359
O -3.258 -3.828 6.514
H -0.340 -2.865 8.538
H -1.636 -2.509 9.675
H -1.670 -3.997 8.773
H -3.187 -0.859 8.964
H -4.017 -0.994 7.464
H -3.998 -2.426 8.494
H -1.846 -0.168 6.748
H -0.947 -0.303 8.229
H 0.633 -0.346 6.338
H 0.669 -1.898 7.119
H 0.430 -2.099 4.596
H -1.000 -1.102 4.706
H -1.150 -3.688 3.381
H -2.521 -2.554 3.571
H -2.661 -4.241 4.126
H -1.065 -5.159 5.690
H 0.034 -4.296 6.775
H 0.427 -4.353 5.082
H -2.811 -4.519 7.015
C -8.142 -1.919 -3.462
C -7.089 -0.910 -4.046
C -7.828 0.398 -4.407
C -6.076 -0.592 -2.917
C -5.058 -1.663 -2.695
C -4.342 -1.811 -3.999
C -5.239 -2.265 -5.172
C -4.414 -2.106 -6.491
C -5.587 -3.779 -4.990
N -6.347 -1.342 -5.254
O -7.262 -1.795 -6.203
H -8.636 -1.457 -2.604
H -8.925 -2.176 -4.189
H -7.674 -2.821 -3.064
H -8.305 0.806 -3.501
H -7.106 1.136 -4.765
H -8.624 0.299 -5.147
H -5.531 0.327 -3.190
H -6.593 -0.325 -1.984
H -4.341 -1.395 -1.913
H -5.516 -2.617 -2.401
H -3.518 -2.537 -3.912
H -3.787 -0.883 -4.233
H -3.532 -2.769 -6.420
H -4.068 -1.074 -6.501
H -4.909 -2.401 -7.420
H -6.062 -4.130 -5.910
H -6.197 -4.026 -4.120
H -4.678 -4.391 -4.934
H -7.642 -2.609 -5.865
C 6.711 -3.696 3.177
C 6.536 -4.704 2.031
C 7.626 -5.771 2.157
C 5.172 -5.270 2.216
C 4.639 -6.088 1.086
C 4.679 -5.254 -0.186
C 5.999 -4.599 -0.499
C 6.923 -5.619 -1.129
C 5.728 -3.491 -1.472
N 6.417 -3.922 0.745
O 7.720 -3.235 0.547
H 5.944 -2.917 3.120
H 6.579 -4.251 4.109
H 7.720 -3.279 3.220
H 7.362 -6.681 1.615
H 8.458 -5.384 1.569
H 7.993 -5.957 3.165
H 5.185 -5.904 3.105
H 4.536 -4.404 2.426
H 5.332 -6.930 1.027
H 3.653 -6.500 1.297
H 4.006 -4.420 0.047
H 4.251 -5.716 -1.084
H 7.968 -5.331 -1.154
H 6.642 -5.607 -2.185
H 6.799 -6.641 -0.772
H 5.128 -3.910 -2.294
H 6.616 -3.017 -1.899
H 5.157 -2.692 -0.981
H 7.456 -2.337 0.312
C -2.166 1.974 3.911
C -3.521 2.239 3.289
C -4.136 3.430 3.948
C -3.245 2.472 1.838
C -4.493 2.354 0.916
C -5.122 1.005 1.081
C -5.518 0.741 2.549
C -6.745 1.594 2.919
C -5.855 -0.759 2.695
N -4.246 0.929 3.323
O -4.410 0.502 4.717
H -2.217 1.821 5.009
H -1.800 1.094 3.386
H -1.461 2.800 3.759
H -4.511 3.178 4.933
H -3.472 4.295 4.037
H -5.014 3.692 3.366
H -2.835 3.489 1.739
H -2.553 1.656 1.489
H -5.215 3.171 1.145
H -4.135 2.410 -0.116
H -4.386 0.236 0.803
H -5.926 0.839 0.360
H -6.839 1.919 3.959
H -7.649 0.982 2.719
H -6.868 2.464 2.269
H -6.262 -1.029 3.666
H -4.963 -1.354 2.487
H -6.614 -1.063 1.960
H -3.877 -0.305 4.750
C -4.361 2.853 -4.501
C -3.084 3.609 -4.153
C -3.445 5.029 -3.743
C -2.356 2.978 -2.964
C -1.590 1.678 -3.351
C -0.593 2.030 -4.470
C -1.258 2.608 -5.724
C -0.166 3.173 -6.619
C -2.045 1.501 -6.578
N -2.022 3.771 -5.200
O -2.736 4.407 -6.399
H -4.224 1.819 -4.825
H -4.954 2.766 -3.582
H -4.944 3.404 -5.236
H -4.054 5.008 -2.827
H -2.523 5.532 -3.434
H -3.981 5.578 -4.514
H -1.599 3.693 -2.614
H -3.045 2.808 -2.124
H -1.035 1.360 -2.458
H -2.232 0.832 -3.641
H -0.128 1.114 -4.868
H 0.201 2.684 -4.078
H 0.488 3.835 -6.028
H -0.634 3.690 -7.473
H 0.506 2.411 -7.033
H -2.629 1.998 -7.364
H -2.685 0.844 -5.989
H -1.349 0.830 -7.111
H -2.262 5.247 -6.418
C -5.082 -8.874 -1.788
C -4.319 -7.628 -1.304
C -3.940 -6.806 -2.502
C -5.283 -6.879 -0.412
C -4.609 -5.777 0.365
C -3.487 -6.379 1.235
C -2.456 -7.188 0.436
C -1.451 -6.254 -0.276
C -1.678 -7.980 1.451
N -3.247 -8.129 -0.425
O -2.307 -8.948 -1.152
H -5.559 -9.403 -0.958
H -5.886 -8.564 -2.469
H -4.450 -9.573 -2.349
H -4.837 -6.609 -3.093
H -3.481 -5.838 -2.309
H -3.230 -7.351 -3.131
H -6.125 -6.535 -1.015
H -5.653 -7.583 0.344
H -4.213 -4.973 -0.257
H -5.351 -5.291 1.011
H -3.943 -7.050 1.984
H -2.979 -5.544 1.730
H -1.941 -5.452 -0.829
H -0.846 -6.791 -1.006
H -0.799 -5.780 0.463
H -0.842 -8.532 1.020
H -2.314 -8.688 1.991
H -1.351 -7.261 2.201
H -2.441 -9.806 -0.739
C 3.818 -1.025 -5.576
C 2.531 -1.741 -5.213
C 2.177 -1.510 -3.755
C 1.471 -1.148 -6.132
C 0.110 -1.903 -6.127
C 0.402 -3.380 -6.483
C 1.528 -4.065 -5.681
C 1.030 -4.535 -4.317
C 1.973 -5.299 -6.557
N 2.675 -3.128 -5.674
O 3.751 -3.808 -4.960
H 4.603 -1.236 -4.847
H 4.122 -1.324 -6.578
H 3.693 0.067 -5.561
H 2.702 -2.153 -3.044
H 2.392 -0.468 -3.516
H 1.116 -1.698 -3.587
H 1.352 -0.099 -5.848
H 1.900 -1.215 -7.142
H -0.365 -1.816 -5.131
H -0.621 -1.491 -6.825
H 0.711 -3.390 -7.537
H -0.499 -4.000 -6.416
H 0.667 -3.747 -3.658
H 1.757 -5.172 -3.808
H 0.197 -5.212 -4.542
H 2.738 -5.932 -6.107
H 2.426 -4.849 -7.442
H 1.131 -5.907 -6.904
H 3.459 -3.897 -4.043
C 1.523 8.391 -1.544
C 1.359 7.352 -0.411
C 2.531 6.396 -0.523
C 1.395 8.097 0.879
C 0.916 7.376 2.071
C -0.498 6.882 1.784
C -0.597 6.032 0.563
C -0.058 4.624 0.911
C -2.077 5.906 0.232
N 0.001 6.813 -0.526
O -0.111 6.026 -1.727
H 2.473 8.901 -1.399
H 1.572 7.914 -2.527
H 0.680 9.091 -1.595
H 3.451 6.992 -0.556
H 2.633 5.667 0.286
H 2.479 5.819 -1.452
H 2.416 8.448 1.031
H 0.755 8.975 0.740
H 1.573 6.519 2.302
H 1.017 8.001 2.960
H -1.160 7.742 1.682
H -0.853 6.256 2.595
H 0.975 4.622 1.263
H -0.021 4.101 -0.051
H -0.637 4.097 1.674
H -2.453 6.846 -0.171
H -2.674 5.641 1.129
H -2.285 5.045 -0.418
H -0.723 6.551 -2.252
C 2.260 1.706 1.243
C 1.937 0.266 0.844
C 2.807 -0.076 -0.411
C 2.322 -0.669 2.024
C 1.760 -2.089 1.848
C 0.207 -2.004 1.636
C -0.227 -1.121 0.493
C 0.033 -1.808 -0.847
C -1.694 -0.891 0.648
N 0.458 0.154 0.743
O 0.079 1.102 -0.310
H 1.556 2.090 1.999
H 3.267 1.716 1.656
H 2.233 2.371 0.372
H 2.557 0.451 -1.334
H 3.848 0.095 -0.101
H 2.767 -1.144 -0.645
H 3.412 -0.683 2.133
H 1.896 -0.252 2.951
H 2.263 -2.604 1.026
H 1.953 -2.705 2.735
H -0.272 -1.616 2.540
H -0.253 -2.997 1.498
H 1.044 -2.203 -0.873
H -0.080 -1.062 -1.643
H -0.650 -2.644 -1.043
H -1.993 -0.617 1.662
H -2.192 -1.838 0.405
H -2.068 -0.135 -0.050
H -0.355 1.807 0.183
O 6.621 -0.593 0.655
C 7.618 0.302 1.147
C 7.291 0.936 2.471
O 7.139 -0.060 3.481
H 6.136 -0.986 1.388
H 8.581 -0.231 1.197
H 7.698 1.051 0.358
H 6.285 1.376 2.368
H 7.981 1.752 2.719
H 7.955 -0.501 3.710
```

Atomic partial charges in e from the Mulliken method, atoms 1 to 5: atom 1 (C): -1.37, atom 2 (C): 2.58, atom 3 (C): -1.73, atom 4 (C): -1.30, atom 5 (C): 1.97